i | Entry from the Open Molecules 2025 dataset: a cluster of 14 separate species, C5H39NO15 in total (ωB97M-V/def2-TZVPD).

CARTESIAN COORDINATES (ANGSTROEM)
C: -0.18596 0.04003 -0.11858
N: 0.47865 1.28500 -0.73688
C: 1.11814 2.09461 0.35987
O: 0.98160 3.48448 0.02831
C: -1.32057 -0.56620 -1.01297
C: -0.81010 -1.87229 -1.59104
C: -1.23934 -2.99804 -0.68094
O: -0.90594 -2.75678 0.65796
H: 0.62848 -0.69222 0.17510
H: -0.65735 0.32051 0.76658
H: 1.04029 0.82319 -1.41649
H: 2.18909 2.01972 0.57139
H: 0.48374 1.90556 1.24176
H: 0.55077 3.73041 -0.78142
H: -1.71275 0.20286 -1.67431
H: -2.18924 -0.72723 -0.33996
H: 0.24595 -1.84369 -1.52962
H: -1.21221 -2.25717 -2.52264
H: -0.45664 -3.77837 -0.93270
H: -2.28349 -3.24120 -0.72180
H: -1.70212 -2.67678 1.11992
H: 3.31286 -0.42021 0.50811
H: 3.93031 -0.83220 1.83278
O: 3.21767 -0.35392 1.44580
H: -3.00875 3.15126 -0.78906
H: -1.82465 2.40223 -0.60396
O: -2.24047 2.99483 -1.11464
H: 2.14920 1.64274 -4.20705
H: 3.15487 1.60570 -3.14394
O: 3.08746 1.27797 -4.05862
H: 0.25454 -2.50409 4.23799
H: -0.84057 -2.05390 3.10497
O: -0.36107 -1.77197 3.83811
H: -3.87815 1.46936 1.58763
H: -2.59985 1.71295 2.38122
O: -2.93868 1.19174 1.62497
H: -0.20509 1.69381 -2.91377
H: -1.47114 2.64161 -2.62785
O: -0.86596 2.30263 -3.29557
H: 0.41933 0.17973 -4.33523
H: 3.40055 -0.44551 -3.03646
O: 2.85908 -0.93806 -2.41482
H: -0.93498 2.83945 2.47092
H: -0.24687 1.65166 2.93313
O: -1.01729 2.13341 3.19024
H: 4.20506 -2.64450 -0.63020
H: 4.14209 -1.36846 -1.29755
O: 4.57100 -1.74394 -0.53267
H: 0.48951 -1.30468 -4.79528
H: 1.98578 -1.05545 -2.93468
O: 0.67855 -0.73592 -4.09829
H: -3.31134 -2.02064 2.30172
H: -3.34856 -3.56440 1.92195
O: -3.49779 -2.68016 1.55459
H: 1.86114 0.21931 2.56840
H: 0.55395 -0.41818 3.26453
O: 0.99102 0.35726 2.86930
H: -2.69224 -0.28753 2.67749
H: -2.25395 -0.71350 4.08427
O: -2.92058 -0.82981 3.41834

Löwdin population analysis, charges in e, atoms 1 to 2:
1 C -0.179
2 N -0.005

ii | Entry from the Open Molecules 2025 dataset: a cluster of 14 separate species, C5H39NO15 in total (ωB97M-V/def2-TZVPD).

CARTESIAN COORDINATES (ANGSTROEM)
C: 0.86377 -0.46047 -1.06815
N: -0.50308 -0.55768 -0.56662
C: -1.12640 -1.83902 -0.36111
O: -1.46259 -2.22378 -1.72122
C: 1.17246 0.98060 -1.50347
C: 1.14377 1.94321 -0.33693
C: 2.51689 2.31330 0.27695
O: 2.63942 1.84381 1.62149
H: 1.60096 -0.67099 -0.29541
H: 1.01094 -1.14253 -1.89924
H: -0.53852 0.00902 0.27216
H: -1.99320 -1.73293 0.27196
H: -0.47134 -2.64885 -0.04981
H: -2.13120 -1.61784 -2.07548
H: 0.50281 1.23856 -2.33179
H: 2.10229 0.99699 -2.07986
H: 0.45268 1.65034 0.44690
H: 0.67252 2.86211 -0.69903
H: 2.62823 3.40652 0.26487
H: 3.34647 2.00917 -0.38047
H: 2.91071 0.91643 1.55176
H: -1.21229 0.56191 3.08868
H: 0.29382 0.20975 2.94817
O: -0.60277 -0.14846 2.72756
H: 0.21899 -3.62205 -3.72469
H: -0.30805 -2.19132 -3.24915
O: 0.12173 -2.71173 -3.96885
H: -4.08081 0.89598 0.14323
H: -4.46803 0.62286 -1.28802
O: -4.76395 1.10448 -0.51219
H: 0.56114 4.18675 3.47840
H: 0.11522 3.14993 2.40544
O: -0.06740 3.47633 3.29279
H: 3.57260 -2.86725 -1.04396
H: 2.15500 -3.71121 -0.77800
O: 2.65549 -3.09246 -1.32380
H: -2.83682 -0.44532 -3.92047
H: -3.04655 -1.82576 -3.89028
O: -3.32202 -1.06885 -3.38139
H: -3.74524 2.30920 -0.94915
H: -2.29157 3.22369 0.23715
O: -2.05099 3.44042 1.16894
H: 0.70720 -4.43883 0.95249
H: 2.01716 -4.50579 1.69528
O: 1.65482 -4.45842 0.80570
H: -2.88025 2.30324 3.99280
H: -2.06909 2.31245 2.65617
O: -2.47332 1.71663 3.32494
H: -3.43110 3.80286 -1.20952
H: -1.71388 4.33126 1.24952
O: -2.98872 2.91333 -1.23898
H: 4.71386 -0.34609 -2.49414
H: 3.43699 -0.51052 -2.00573
O: 4.30718 -0.37582 -1.63008
H: -1.09012 -3.27965 2.65455
H: -0.44791 -1.83874 2.46501
O: -0.27159 -2.82027 2.49855
H: 3.26860 -1.29562 1.24445
H: 2.19298 -1.47247 2.29583
O: 2.83211 -0.81043 1.94526

Löwdin population analysis, charges in e, atoms 1 to 2:
1 C -0.220
2 N -0.026

Tell me which of them is the least stable. Sure, it is i.

i | Entry from the Open Molecules 2025 dataset: an isolated molecule of C7H8N2OS (ωB97M-V/def2-TZVPD).

Computed properties:
**SMILES**: O=C1CCCN1c1nccs1

CARTESIAN COORDINATES (ANGSTROEM)
C: 0.94631 1.38579 -0.23738
C: 2.47796 0.93556 0.03466
C: 2.41472 -0.59255 0.18549
C: 0.95697 -1.00448 -0.01743
C: -1.32462 0.16654 -0.33489
C: -3.24802 -0.81985 -0.01478
C: -3.72489 0.43284 0.23275
H: 3.22159 1.05439 -0.92520
H: 3.10399 1.31479 0.97520
H: 2.68600 -1.02192 1.14037
H: 3.20409 -1.04484 -0.51559
H: 0.62724 -1.63976 0.82722
H: 0.81705 -1.46282 -0.97913
H: -3.73855 -1.82129 0.10384
H: -4.81316 0.81403 0.27274
N: 0.17754 0.22541 -0.16091
N: -1.86923 -1.02092 -0.43512
O: 0.45643 2.53085 -0.17473
S: -2.37145 1.56824 0.02291

Löwdin population analysis, charges in e, atoms 1 to 2:
1 C -0.374
2 C -0.081

ii | Entry from the Open Molecules 2025 dataset: an isolated molecule of C7H8N2OS (ωB97M-V/def2-TZVPD).

CARTESIAN COORDINATES (ANGSTROEM)
C: -0.81686 1.84477 0.11028
C: -2.05496 1.31866 0.33306
C: 0.24077 0.95482 -0.11446
C: -0.01517 -0.40143 0.00844
C: -1.34605 -0.82667 0.20526
C: 1.67528 1.32895 -0.34979
C: 1.22308 -1.24411 -0.43687
N: -2.35870 0.05289 0.25003
N: -1.67378 -2.16112 0.39908
O: 3.16537 -0.23001 1.18192
S: 2.68140 -0.24227 -0.19689
H: -0.66007 2.83914 0.16524
H: -2.78382 2.05276 0.21197
H: 1.87548 1.82733 -1.39137
H: 2.17299 1.81256 0.50379
H: 1.23921 -2.20220 0.22650
H: 0.97701 -1.49313 -1.51121
H: -0.97580 -2.88212 0.21874
H: -2.56538 -2.34884 0.18627

Löwdin population analysis, charges in e, atoms 1 to 2:
1 C -0.024
2 C -0.161

Tell me which of them is the least stable. Sure, it is i.

i | Entry from the Open Molecules 2025 dataset: the ion C4H4NO3S with charge -1 (ωB97M-V/def2-TZVPD).

Computed properties:
**SMILES**: C[C@@]1(S)OC([O-])=NC1=O
**Net charge**: -1

CARTESIAN COORDINATES (ANGSTROEM)
C: -0.51119 0.55347 -1.26466
C: 0.97021 1.66370 -0.08444
C: -0.19442 -0.22888 0.27668
C: 0.28101 -1.60831 0.05388
N: 0.27966 1.57720 -1.21801
O: -1.15641 0.12209 -2.18096
O: 1.73264 2.52691 0.23668
O: 0.75730 0.62985 0.73666
S: -1.56147 -0.33527 1.58055
H: -0.51247 -2.21315 0.34296
H: 1.23227 -1.90578 0.65581
H: 0.46679 -1.83891 -0.90715
H: -1.78390 1.05708 1.77200

Löwdin population analysis, charges in e, atoms 1 to 2:
1 C -0.500
2 C -0.671

ii | Entry from the Open Molecules 2025 dataset: a cluster of 2 separate species, C4H4NO3S in total (ωB97M-V/def2-TZVPD).

Computed properties:
**Net charge**: -1

CARTESIAN COORDINATES (ANGSTROEM)
C: -0.32399 -1.92257 0.20677
C: 2.15549 0.78283 -0.11411
C: 1.22968 -0.14612 -0.41104
C: 0.41274 -0.80397 0.53756
N: -0.89617 -2.89571 -0.05551
O: -1.70308 2.07439 0.47022
O: -2.22379 0.65764 -1.48646
O: -3.15233 0.08936 0.73448
S: -2.13762 0.78000 -0.03980
H: 2.74631 1.25976 -0.87809
H: 2.33119 1.09755 0.90084
H: 1.08528 -0.43603 -1.44803
H: 0.47628 -0.53714 1.58317

Löwdin population analysis, charges in e, atoms 1 to 2:
1 C -0.347
2 C -0.026

Tell me which of them is the least stable. Sure, it is ii.

i | Entry from the Open Molecules 2025 dataset: a cluster of 2 separate species, C4H11NO2S in total (ωB97M-V/def2-TZVPD).

Computed properties:
**SMILES**: C[C@H](CS)NC=O.O

CARTESIAN COORDINATES (ANGSTROEM)
O: -0.99102 -1.65590 -2.40334
C: -0.39404 -0.61628 -2.23419
N: -0.52095 0.18242 -1.14982
C: -1.25913 -0.27742 0.04221
C: -0.39747 -0.08715 1.29440
S: 0.02411 -1.57413 2.20258
C: -2.63361 0.43582 0.16040
H: 0.25689 -0.20240 -3.01882
H: 0.15114 0.92178 -1.01902
H: -1.43933 -1.33159 -0.12337
H: 0.58416 0.34594 1.10334
H: -0.84091 0.66021 1.96249
H: -1.21177 -1.98624 2.51923
H: -2.81938 1.00512 -0.74646
H: -2.70691 1.05765 1.04930
H: -3.41691 -0.30916 0.15491
H: 4.84087 3.86973 0.31532
H: 5.75779 3.47719 -0.85127
O: 5.04631 4.07584 -0.60658

Löwdin population analysis, charges in e, atoms 1 to 2:
1 O 0.020
2 C -0.366

ii | Entry from the Open Molecules 2025 dataset: a cluster of 2 separate species, C4H11NO2S in total (ωB97M-V/def2-TZVPD).

Computed properties:
**SMILES**: CC(=O)NCCS.O

CARTESIAN COORDINATES (ANGSTROEM)
O: -0.15066 -1.55108 -0.04431
C: 0.06473 -0.82877 -1.00984
N: 0.62552 0.39337 -0.87989
C: 0.96371 0.98978 0.37656
C: 0.07982 2.18862 0.76476
S: -1.65216 2.06589 0.29318
C: -0.47906 -1.16394 -2.37556
H: 0.68056 0.96309 -1.70553
H: 0.84270 0.23173 1.14004
H: 2.00201 1.32363 0.47514
H: 0.49916 3.10205 0.34289
H: 0.17556 2.35692 1.84497
H: -1.83218 0.81149 0.70076
H: -1.41081 -1.70510 -2.19085
H: -0.54722 -0.33410 -3.07461
H: 0.17308 -1.96070 -2.76617
H: -0.19850 -2.03013 1.99429
H: 0.31421 -2.84120 3.15079
O: -0.15047 -2.01155 2.96339

Löwdin population analysis, charges in e, atoms 1 to 2:
1 O 0.020
2 C -0.544

Tell me which of them is the least stable. Sure, it is i.

i | Entry from the Open Molecules 2025 dataset: a cluster of 2 separate species, C3H3F2NO in total (ωB97M-V/def2-TZVPD).

Computed properties:
**SMILES**: N#CC(=O)CF.F

CARTESIAN COORDINATES (ANGSTROEM)
C: 1.62595 0.37745 -0.01832
C: -0.76618 0.72248 0.44033
C: 0.39233 0.78607 -0.53971
N: 2.66669 0.03437 0.32701
O: 0.29025 1.08067 -1.69975
F: -0.28192 0.44398 1.74521
F: -0.53662 -2.13565 -0.62255
H: -1.49206 -0.07441 0.30751
H: -1.24997 1.75246 0.69991
H: -0.64848 -2.98742 -0.63964

Löwdin population analysis, charges in e, atoms 1 to 2:
1 C -0.132
2 C -0.087

ii | Entry from the Open Molecules 2025 dataset: an isolated molecule of C3H3F2NO (ωB97M-V/def2-TZVPD).

Computed properties:
**SMILES**: O=CCN=C(F)F

CARTESIAN COORDINATES (ANGSTROEM)
C: -0.42465 -0.48686 0.85815
C: 0.18054 0.91316 1.17300
C: 0.28957 -0.41320 -1.52006
N: 0.26980 -0.86121 -0.41036
O: 1.27974 1.20231 1.54005
F: -0.05752 0.78195 -1.97952
F: 0.79816 -1.09959 -2.49815
H: -1.50278 -0.36416 0.62914
H: -0.56903 1.70057 0.74775
H: -0.26383 -1.37296 1.46001

Löwdin population analysis, charges in e, atoms 1 to 2:
1 C -0.111
2 C -0.260

Tell me which of them is the least stable. Sure, it is i.